{
  "formula": "C27H55BIN3O15P2",
  "method": "ωB97M-V with the def2-TZVPD basis set",
  "species": ["N", "H", "H", "H", "H", "H", "O", "O", "C", "C", "H", "C", "P", "H", "C", "H", "N", "H", "C", "H", "O", "H", "C", "H", "H", "H", "H", "C", "H", "C", "H", "O", "C", "C", "H", "H", "C", "O", "H", "H", "O", "H", "C", "H", "C", "H", "H", "I", "H", "H", "C", "O", "H", "C", "H", "C", "C", "C", "C", "H", "P", "H", "O", "H", "H", "H", "C", "H", "H", "N", "H", "H", "O", "H", "H", "H", "H", "C", "O", "O", "H", "H", "H", "O", "H", "H", "C", "H", "O", "H", "O", "O", "C", "H", "C", "C", "C", "H", "B", "H", "H", "C", "H", "H"],
  "positions_angstrom": [[-1.210, -0.910, 0.419], [5.578, 1.737, 1.402], [1.463, 0.444, -2.607], [4.841, 3.391, -1.396], [-4.555, -2.708, 3.607], [-6.768, -4.264, -0.029], [4.831, 5.699, -4.891], [-7.777, -3.255, -2.406], [5.431, 4.309, -1.384], [1.235, -0.277, -3.384], [6.418, 4.097, -0.985], [5.464, 4.977, -5.961], [4.606, 2.072, 4.313], [-1.142, -1.670, 3.481], [-3.875, -0.880, 4.065], [5.974, 4.087, -5.596], [-4.177, -2.179, 4.384], [3.442, 0.172, -4.196], [2.897, -4.999, 1.208], [-9.001, -4.802, -2.900], [-4.481, 0.192, -0.429], [0.852, -0.632, 0.035], [-2.238, 0.095, 0.135], [-5.188, 0.655, 3.655], [1.920, 5.811, -4.370], [-3.354, -2.638, 4.753], [0.616, 0.398, 2.698], [-8.624, -4.315, -1.998], [-0.755, -2.656, 2.235], [1.320, -2.526, -1.239], [-9.493, -3.983, -1.433], [0.059, -1.935, -1.327], [3.532, -2.976, -1.943], [2.330, -2.289, -2.173], [1.679, 7.008, -3.082], [4.715, 4.689, -6.696], [2.025, 6.002, -3.303], [5.107, 2.891, 3.058], [4.942, 5.055, -0.759], [2.244, 2.231, 3.103], [3.701, 3.591, -3.946], [1.982, -5.536, 1.442], [-4.751, -0.154, 3.073], [-8.616, -1.400, -2.271], [1.493, -3.391, -0.155], [-8.440, -2.263, -0.732], [-5.578, -0.771, 2.737], [-3.907, -2.410, 0.771], [6.188, 5.643, -6.422], [5.083, 0.969, 6.777], [5.402, 2.012, 6.763], [4.398, 0.642, 4.081], [-6.124, 1.312, 0.073], [-5.875, 0.276, -0.164], [6.725, 1.591, 2.751], [-3.670, -0.240, 0.623], [-0.080, -0.776, -0.514], [3.630, -0.794, -3.740], [3.714, -3.826, -0.855], [-3.000, 0.797, 2.387], [4.325, 4.880, -3.641], [-0.198, 0.105, -1.140], [3.397, 5.917, -2.887], [1.269, 0.242, -4.339], [0.222, -0.650, -3.292], [6.324, 2.113, 7.328], [-7.836, -5.340, -1.237], [4.249, -1.426, -4.362], [-6.188, 0.331, -2.298], [-0.496, -1.799, 2.708], [1.442, 3.410, 4.157], [-4.452, 1.447, 1.718], [-6.692, -1.514, -1.516], [0.664, -3.556, 0.515], [1.431, 5.280, -2.746], [6.692, 3.072, 1.774], [-8.424, -6.249, -1.135], [2.084, 2.534, 4.138], [-7.486, -4.899, 0.067], [3.324, 2.875, 4.777], [3.646, -5.746, 0.962], [-1.952, 1.055, 0.569], [1.607, 1.723, 4.687], [-2.971, -0.292, 4.607], [4.663, -4.323, -0.706], [2.002, -2.093, -4.254], [-7.956, -2.059, -1.693], [4.633, 2.641, 7.208], [5.670, 2.443, 5.421], [4.367, -2.878, -2.617], [5.603, 4.820, -2.713], [-0.144, 0.545, 2.123], [-3.949, 0.512, 1.944], [-2.318, 0.266, -0.934], [-6.648, -0.096, -1.412], [6.084, 2.278, 2.201], [2.691, -4.061, 0.061], [-7.657, 0.284, -1.260], [-0.618, -0.696, 1.774], [3.245, -4.490, 2.103], [-6.945, -5.606, -1.804], [2.236, -1.420, -3.430], [-6.194, -0.404, 0.619], [4.101, -0.569, -2.788]],
  "homo_lumo_gap_ev": 8.83
}

***

{
  "formula": "C27H55Br2N4O9P2",
  "method": "ωB97M-V with the def2-TZVPD basis set",
  "species": ["H", "P", "O", "H", "H", "O", "H", "N", "H", "H", "C", "C", "C", "C", "H", "H", "H", "H", "C", "C", "Br", "C", "C", "H", "C", "H", "C", "H", "H", "H", "O", "O", "C", "N", "C", "C", "H", "H", "H", "H", "H", "H", "H", "H", "H", "H", "H", "C", "H", "H", "H", "O", "H", "H", "H", "N", "H", "O", "C", "N", "C", "Br", "H", "H", "H", "C", "C", "H", "C", "H", "H", "H", "O", "H", "H", "H", "O", "C", "C", "C", "H", "H", "H", "C", "H", "C", "H", "O", "H", "H", "H", "H", "C", "P", "H", "H", "C", "H", "C"],
  "positions_angstrom": [[-0.935, -0.489, 1.681], [7.346, 0.519, 1.560], [6.650, -0.959, 1.471], [1.546, 3.468, 0.276], [-11.049, 0.753, 1.977], [2.787, 4.528, 2.316], [3.000, 4.680, 1.391], [-0.117, -1.080, 1.645], [4.729, -2.112, -4.793], [-6.599, -1.456, -2.232], [-11.388, -0.205, 1.586], [-1.831, -2.073, -1.697], [0.757, 1.613, 1.172], [9.323, 2.458, 3.579], [-8.719, 0.750, -2.042], [0.188, 1.230, -3.501], [-2.186, -2.073, -3.837], [0.569, -1.517, -0.251], [8.092, -2.724, 0.606], [-7.147, -2.373, 0.757], [-2.688, 0.364, -0.282], [-2.513, -2.626, -2.954], [2.357, -0.931, -2.702], [4.273, -1.799, -2.373], [0.769, -0.811, 0.547], [-5.643, -0.857, 0.404], [3.798, -1.656, -4.481], [4.891, 3.547, 2.856], [0.950, -0.349, -5.733], [8.732, 2.491, 4.496], [-9.377, 1.068, 0.305], [-8.913, -1.009, -0.942], [5.805, 1.708, 3.483], [-0.351, -0.099, -1.882], [1.670, -0.677, -4.989], [2.236, 3.217, 2.354], [-0.803, -2.426, -1.703], [8.448, -3.160, -0.328], [2.904, 2.527, 2.881], [8.916, -2.188, 1.076], [-5.052, -2.522, 0.200], [-7.445, -2.688, -0.239], [10.051, 1.025, 2.151], [1.015, 1.138, 2.117], [-0.647, -0.235, -3.948], [4.824, 1.379, 3.836], [1.780, -1.038, 0.894], [6.900, -1.819, 0.357], [6.638, 3.581, 2.772], [-6.590, 0.054, -3.155], [10.044, 0.456, 3.810], [8.339, 0.456, 0.462], [2.724, 2.129, 0.602], [-0.224, 2.059, 1.318], [-2.339, -0.229, -2.678], [0.797, 0.621, 0.067], [-8.906, -0.742, -2.944], [8.225, 0.370, 2.925], [5.798, 3.222, 3.366], [-0.289, 2.218, -1.225], [2.862, -1.241, -5.421], [-2.713, -2.823, -0.135], [-1.091, 2.651, -0.805], [-6.406, 0.089, -1.396], [-11.868, -0.729, 2.414], [1.416, -0.505, -3.629], [0.047, 0.893, -0.968], [1.320, 3.257, 2.960], [-5.713, -1.876, 0.786], [-12.974, -0.924, 0.314], [-11.883, 0.181, -0.494], [0.359, -1.105, 2.534], [-8.042, -1.422, 1.323], [5.824, 3.691, 4.349], [-13.062, 0.805, 0.671], [8.821, 3.079, 2.833], [5.984, 1.084, 2.212], [-8.423, -0.299, -2.072], [-1.765, -0.477, -1.788], [3.554, -1.503, -3.126], [6.514, 1.358, 4.229], [6.002, -2.425, 0.218], [7.819, -3.537, 1.280], [-6.917, -0.411, -2.223], [10.297, 2.901, 3.786], [-12.381, -0.019, 0.454], [7.031, -1.236, -0.554], [-10.273, -1.006, 1.182], [0.318, 2.739, -1.833], [3.072, -1.355, -6.476], [-3.591, -2.479, -2.839], [-5.341, -1.849, 1.813], [1.854, 2.686, 0.965], [-8.937, -0.327, 0.550], [-2.347, -3.695, -3.061], [-7.226, -3.262, 1.386], [9.479, 1.036, 3.080], [2.160, -0.815, -1.645], [0.098, 0.165, -3.259]],
  "total_charge": 1,
  "homo_lumo_gap_ev": 7.35
}

***

{
  "formula": "C27H56ClO15P",
  "method": "ωB97M-V with the def2-TZVPD basis set",
  "species": ["O", "C", "Cl", "C", "H", "H", "H", "H", "O", "O", "C", "H", "O", "C", "C", "H", "C", "H", "C", "C", "H", "H", "C", "H", "H", "C", "C", "H", "H", "H", "H", "H", "O", "P", "H", "H", "H", "H", "C", "H", "C", "H", "H", "H", "C", "O", "C", "C", "H", "O", "H", "H", "H", "H", "O", "H", "O", "C", "H", "C", "C", "H", "H", "O", "H", "H", "H", "C", "O", "H", "H", "H", "C", "H", "H", "C", "H", "H", "H", "H", "C", "C", "H", "C", "H", "H", "O", "H", "C", "H", "O", "H", "H", "H", "O", "H", "O", "C", "H", "H"],
  "positions_angstrom": [[0.985, -3.642, 1.542], [-0.625, 2.686, -0.184], [1.185, -3.013, -1.578], [-0.779, -2.873, -5.608], [5.246, 3.154, 1.594], [-9.252, -2.521, -3.917], [-2.189, 2.274, -1.622], [-3.238, 0.939, -0.179], [-1.087, -2.299, 1.639], [5.285, -0.703, 1.302], [4.409, 3.237, 2.289], [-1.272, -0.970, -2.538], [7.235, 0.221, 0.938], [3.215, 2.442, 1.806], [-7.109, -2.553, -4.102], [-2.963, -2.648, 0.716], [4.166, 5.807, 5.261], [-0.362, 1.899, 0.533], [-6.298, -3.857, -1.653], [-8.456, -3.249, -4.073], [-0.725, -1.840, -5.953], [2.979, 7.539, 5.558], [-3.164, -0.967, -6.814], [-0.001, -3.445, -6.116], [-7.173, -4.205, -1.104], [-1.897, -0.174, -2.107], [-3.756, -1.683, -5.624], [4.723, 7.823, 5.564], [3.596, -2.870, 3.277], [-2.817, -1.903, -1.198], [0.265, 3.293, -0.354], [-6.285, -3.240, -4.293], [-1.042, 0.605, -1.299], [-0.349, -3.327, 0.716], [1.755, -3.234, 1.158], [-2.577, -1.597, -7.476], [-0.574, -2.875, -4.539], [3.837, -1.133, 3.526], [4.270, -2.033, 3.090], [1.426, 4.279, 6.998], [-2.717, -0.527, 1.251], [-2.169, -4.506, -5.495], [-3.982, -0.536, -7.386], [4.441, 1.126, -1.549], [3.200, 2.576, -0.635], [-6.077, -1.620, -0.887], [-2.136, -3.485, -5.873], [-2.517, -2.018, 1.487], [-8.633, -3.762, -5.020], [3.865, 4.678, 5.937], [4.152, 4.286, 2.374], [3.732, 3.667, 7.658], [4.165, 5.348, 7.884], [3.941, 7.144, 6.991], [0.165, -2.298, -0.451], [-4.530, -0.226, 0.114], [-4.706, -1.251, -5.030], [-3.454, -0.126, -0.037], [-2.367, -3.533, -6.938], [7.344, -1.969, 1.850], [2.046, 4.991, 7.544], [1.801, 4.925, 8.604], [-6.237, -4.390, -2.598], [-1.082, -4.507, 0.230], [-8.521, -3.983, -3.269], [1.788, 5.991, 7.194], [6.762, -2.885, 1.811], [4.473, -1.839, 1.601], [-3.182, -2.812, -5.163], [4.869, -2.734, 1.118], [8.249, -2.112, 1.266], [-2.281, 0.396, -2.965], [-3.059, -0.844, -1.336], [-5.408, -4.089, -1.072], [7.625, -1.773, 2.885], [-6.387, -2.356, -1.787], [5.305, 2.520, -0.892], [-0.568, 2.337, -2.339], [2.386, 2.556, 2.504], [4.737, 1.235, 0.184], [6.636, -0.746, 1.313], [3.937, 7.154, 5.905], [-3.939, -0.824, -1.990], [4.500, 1.810, -0.707], [-3.286, -0.129, 2.100], [-2.958, -2.327, 2.438], [-6.867, -1.804, -2.908], [-2.534, -0.158, -6.445], [3.510, 4.678, 7.323], [3.423, 1.372, 1.735], [4.561, 5.699, 4.134], [-1.413, 3.281, 0.292], [3.517, -1.617, 1.124], [-7.087, -1.812, -4.895], [2.616, 2.934, -1.622], [4.734, 2.880, 3.266], [2.694, 2.925, 0.563], [-1.133, 2.015, -1.456], [-1.738, -0.037, 1.290], [5.212, -2.230, 3.602]],
  "homo_lumo_gap_ev": 8.68
}

***

{
  "formula": "C27H56F2N2O14S7",
  "method": "ωB97M-V with the def2-TZVPD basis set",
  "species": ["C", "H", "H", "H", "O", "H", "O", "H", "C", "C", "H", "C", "H", "H", "H", "H", "S", "C", "H", "H", "H", "H", "H", "H", "O", "H", "H", "F", "N", "H", "H", "C", "O", "S", "H", "H", "H", "H", "C", "H", "H", "H", "H", "H", "H", "C", "H", "H", "C", "O", "O", "H", "C", "C", "H", "O", "S", "O", "N", "C", "C", "H", "C", "F", "O", "H", "H", "C", "C", "H", "O", "H", "H", "S", "C", "C", "C", "C", "H", "H", "H", "H", "O", "H", "C", "H", "H", "S", "H", "O", "S", "O", "C", "H", "H", "C", "H", "C", "C", "C", "H", "C", "S", "O", "H", "H", "H", "H"],
  "positions_angstrom": [[0.292, -4.544, 2.795], [-3.914, -0.276, -3.094], [3.080, 1.881, -2.964], [-1.849, -0.851, -1.471], [-0.070, -1.886, 0.893], [3.750, 0.789, -7.522], [-2.092, 1.616, -0.551], [-2.534, -0.431, 7.531], [-1.504, -0.130, 7.711], [-2.641, -0.971, -0.732], [-4.801, -9.490, 2.625], [0.110, 0.467, 5.658], [-0.566, 2.526, 5.743], [-2.447, 8.778, -1.260], [-0.036, 0.932, -0.480], [-3.376, -8.490, 0.576], [1.567, 2.500, -1.269], [3.243, 0.440, -1.322], [-0.444, 5.231, -0.366], [1.361, -0.306, -2.094], [3.926, 2.520, -1.541], [-1.217, -2.958, 3.092], [6.508, 3.636, -6.559], [0.169, -2.889, 4.206], [2.186, 8.138, -1.409], [5.034, 4.376, -8.672], [-4.603, -1.845, -0.561], [0.842, 6.465, -4.343], [-1.541, 8.327, -1.253], [-3.687, -2.434, -1.948], [-0.450, 1.725, 8.064], [-3.398, -8.270, 3.727], [1.247, -0.911, 2.784], [0.729, -2.067, 2.088], [3.756, 0.458, -0.358], [-1.848, -10.281, 2.542], [-1.025, 5.870, -2.883], [-4.232, -7.634, 4.014], [1.815, -0.091, -1.123], [-5.407, 0.944, -0.737], [-2.479, 6.411, -0.962], [-2.728, -8.405, 4.574], [0.229, 0.231, 4.602], [5.614, 2.711, -8.656], [3.012, -2.711, 1.946], [-2.775, -9.977, 2.052], [2.314, -4.346, 3.531], [-3.926, -10.373, 3.869], [-1.282, 1.365, 7.455], [-3.181, -6.248, 1.997], [-3.634, 0.610, 1.139], [1.801, -1.007, -0.536], [1.044, 1.021, -0.416], [4.975, 3.429, -8.139], [2.020, -3.421, 0.645], [3.141, 7.375, -3.575], [-2.460, -7.407, 2.456], [1.796, 3.563, -0.319], [0.706, 6.950, -3.024], [-3.828, -9.603, 3.105], [-0.151, -3.141, 3.198], [4.948, 4.427, -6.201], [3.535, 2.901, -8.072], [2.608, 5.835, -1.830], [5.843, 1.068, -5.991], [-1.739, 7.159, 0.450], [-2.164, 1.941, 7.732], [-2.536, -8.714, 1.233], [3.517, 1.748, -7.062], [-1.827, 1.358, 5.355], [0.694, 2.736, -2.400], [-1.191, -0.455, 8.700], [-4.354, 1.752, -1.925], [4.839, 2.096, -5.889], [-1.617, 7.007, -0.626], [-3.909, -1.551, -1.351], [-0.081, 5.902, -2.333], [2.073, -3.207, 1.711], [-3.107, -10.800, 1.421], [2.870, 3.698, -7.733], [3.181, 2.568, -9.046], [-1.607, -8.709, 0.668], [0.592, -1.690, 7.145], [-1.231, 8.262, -2.216], [1.808, -4.451, 2.569], [-2.260, -1.518, 0.125], [1.079, 0.711, 6.095], [-3.124, 0.668, -0.207], [1.348, 1.116, 0.626], [-1.094, -7.265, 2.898], [-0.490, -0.992, 6.497], [-1.359, -1.719, 5.600], [5.431, 3.582, -6.692], [0.495, 6.704, -0.380], [3.826, -0.190, -1.994], [-4.511, 0.845, -1.347], [2.586, 1.677, -6.505], [-4.521, -0.428, -2.199], [3.129, 1.862, -1.880], [-0.939, 1.528, 5.967], [-0.209, -4.848, 1.875], [-0.347, 6.201, -0.858], [2.281, 7.213, -2.470], [4.275, 2.426, -4.602], [-5.532, -0.669, -2.525], [2.200, -5.345, 2.087], [0.407, 4.935, -2.468], [0.040, -5.269, 3.564]],
  "homo_lumo_gap_ev": 9.18
}

***

Q: Which E_HOMO values were calculated for the entries above? A: -8.49; -11.67; -8.86; -8.77, in eV.